{"formula": "C20H43N2P3PtSe", "method": "the ωB97M-V functional and the def2-TZVPD basis", "elements": ["H", "H", "H", "H", "H", "H", "C", "H", "H", "P", "H", "H", "H", "H", "H", "H", "H", "C", "H", "H", "C", "H", "Pt", "H", "C", "H", "P", "H", "H", "H", "Se", "C", "H", "H", "H", "H", "C", "H", "H", "C", "C", "N", "C", "H", "C", "C", "C", "H", "C", "H", "C", "N", "H", "C", "H", "H", "H", "H", "C", "H", "C", "C", "H", "H", "H", "H", "H", "P", "C", "C"], "positions_angstrom": [[-1.73859, 3.13251, -0.45448], [-2.45440, -2.52863, 0.59536], [-0.17263, 3.94395, 5.06656], [2.61451, -1.98830, 2.74426], [3.12507, 1.33210, 2.55518], [-1.21559, -2.97193, 1.76039], [-1.26402, 4.00556, 4.92875], [-3.86883, -0.02911, 0.88921], [-3.24569, -0.58282, -0.75111], [-1.63667, -0.55012, 1.80379], [-3.19068, -0.12465, -2.46882], [4.14018, -0.92513, 1.45462], [3.36344, -1.26402, -0.11970], [2.03141, -1.40687, -2.15926], [-2.75615, 2.71786, -1.90145], [-0.56652, -2.67966, -0.58458], [-4.02244, -0.14326, 2.63516], [-2.36527, 2.36116, -0.93338], [5.18679, -0.24362, -6.14403], [-3.22707, 1.28009, 1.89670], [-3.34575, 0.19180, 1.82603], [4.22661, 0.79181, -3.06604], [0.48010, 0.64158, -0.17141], [3.82771, 0.42289, 0.28025], [0.90893, -4.40311, -4.43558], [-0.20561, 1.96246, -3.15449], [1.79887, -0.22915, 1.37309], [-2.09427, -1.37586, -1.85202], [2.67133, -1.46858, -4.48661], [5.06031, -1.24193, -4.65773], [0.17681, -3.98010, -0.47720], [2.12520, 0.90404, 2.74504], [-3.20365, 2.10685, -0.26444], [0.69625, -5.21756, -5.13627], [-2.88465, -2.73793, 2.29967], [-2.55092, 5.88116, 3.69288], [1.64871, -2.27825, -2.71162], [-0.26937, -5.20207, -2.98100], [0.82402, -1.99264, 2.83254], [-2.42222, 5.10075, 2.95964], [1.73175, -3.36165, -4.87071], [-0.79445, 2.24446, 1.96070], [-1.13684, 3.06696, 2.73748], [-1.83763, 1.38279, -3.67029], [1.68116, -1.88163, 2.16863], [0.38106, -4.35899, -3.16387], [-0.93719, 1.15172, -3.08175], [-1.62541, 4.90900, 5.43013], [4.12461, 0.67883, -4.19612], [-2.06745, -0.62667, 4.31906], [-2.58167, -0.42893, -1.60238], [-1.62873, 4.00683, 3.51224], [-1.68604, 3.14594, 5.47731], [4.77841, -0.22390, -5.03685], [2.14647, 0.35308, 3.70359], [2.13119, -3.45689, -5.88211], [-0.81100, 0.50669, 3.78596], [-3.39811, 4.73508, 2.65208], [0.81719, -3.37016, -2.27585], [-0.49301, 0.22245, -3.45240], [2.06865, -2.27608, -4.05993], [-2.11103, -2.35234, 1.62239], [1.35717, 1.69350, 2.74802], [3.54321, 1.53727, -4.60190], [-1.91312, 5.48667, 2.08147], [1.65210, -2.67008, 1.40340], [-0.47194, -1.21907, 3.89628], [-1.35244, 0.90879, -1.33638], [3.45926, -0.52715, 0.68571], [-1.23145, -0.48779, 3.61821]], "atomic_forces_ev_per_a": [[-0.35, -0.16, -0.39], [-0.06, 0.05, 0.22], [-0.15, -0.02, -0.34], [-0.38, 0.08, -0.10], [-0.48, 0.04, 0.20], [-0.19, 0.16, 0.11], [0.17, 0.16, 1.07], [0.13, 0.13, 0.27], [0.16, -0.03, -0.24], [-1.86, -1.79, 1.42], [0.16, -0.06, 0.32], [-0.33, 0.28, -0.10], [0.20, 0.14, 0.10], [-0.57, -0.77, 0.43], [0.06, 0.05, 0.47], [0.34, -0.40, 0.71], [0.78, -0.13, -0.14], [0.07, 0.26, 0.41], [-1.93, 0.98, 2.01], [-0.28, -0.18, 0.01], [0.15, 0.60, -0.43], [-0.31, -1.26, -1.47], [0.37, 0.22, 0.10], [0.29, -0.34, 0.00], [-0.72, -0.39, 0.21], [-0.11, -0.08, -0.37], [2.25, -2.55, 2.42], [0.01, 0.14, 0.00], [-0.10, -0.15, 0.44], [0.37, 1.28, 0.43], [0.23, 2.01, -1.66], [-0.14, 0.46, 0.20], [0.35, 0.07, -0.32], [-0.07, 0.25, 0.42], [0.13, 0.62, 0.09], [0.08, 0.06, 0.31], [0.61, 0.56, -1.99], [-0.14, 0.24, 0.95], [0.24, -0.07, -0.13], [0.03, 0.14, -0.35], [0.53, -0.41, -1.25], [-0.62, 2.15, 1.86], [0.23, -1.41, -1.96], [0.19, 0.02, 0.33], [-0.46, -0.03, -0.22], [0.78, -1.17, -2.66], [1.02, 0.20, -0.09], [-0.01, -0.12, -0.41], [0.88, -0.22, -1.62], [-0.13, -0.03, -0.66], [0.04, -0.03, 0.26], [0.25, 0.48, 1.17], [-0.07, -0.03, -0.46], [-0.02, -0.34, 0.67], [-0.08, 0.31, -0.44], [0.00, 0.33, 0.20], [0.07, -0.15, 0.31], [-0.28, -0.26, -0.08], [-0.33, -1.00, 1.60], [0.02, 0.19, -0.07], [-0.46, 0.46, 1.97], [0.71, 0.03, -0.70], [0.58, -0.25, 0.28], [1.08, -0.40, -0.01], [0.10, 0.08, -0.24], [0.04, 0.33, 0.26], [-0.12, 0.11, -0.09], [-3.50, -0.56, -2.02], [-0.06, 0.55, -1.02], [0.58, 0.57, -0.18]], "orbital_gap_ev": [6.776, 2.058], "e_homo_ha": [-0.6530, -0.6528], "molar_mass_g_mol": 678.5, "total_charge": 4, "spin_multiplicity": 5, "e_above_lowest_kcal_mol": 137.9}

=====

{"formula": "C39H92F24N2O2P6", "method": "the ωB97M-V functional and the def2-TZVPD basis", "elements": ["H", "H", "H", "H", "H", "C", "H", "H", "H", "C", "H", "N", "C", "H", "F", "F", "C", "H", "P", "H", "F", "H", "C", "H", "H", "H", "F", "C", "H", "H", "H", "F", "H", "F", "H", "O", "H", "H", "C", "H", "C", "C", "C", "H", "H", "H", "H", "H", "F", "H", "N", "H", "C", "H", "H", "H", "H", "H", "H", "H", "C", "F", "H", "C", "C", "H", "H", "C", "H", "H", "F", "F", "H", "H", "F", "H", "H", "H", "H", "H", "F", "H", "H", "C", "H", "H", "H", "F", "C", "C", "P", "C", "F", "C", "C", "F", "C", "C", "H", "F", "H", "C", "C", "H", "C", "H", "H", "H", "H", "F", "H", "C", "H", "P", "H", "F", "H", "H", "F", "F", "H", "H", "H", "F", "H", "H", "H", "H", "H", "C", "P", "F", "P", "H", "H", "C", "P", "H", "H", "C", "H", "C", "F", "H", "H", "H", "C", "C", "H", "H", "C", "C", "H", "H", "H", "C", "F", "H", "H", "H", "H", "C", "O", "C", "C"], "positions_angstrom": [[-1.54553, 0.28531, -5.16152], [-2.02821, 0.50701, 1.36453], [0.19312, -6.90772, 5.89790], [-2.00361, -4.57922, 3.64572], [-3.99510, -9.09868, 7.50085], [-1.51522, 6.54915, 0.27950], [-2.81343, -10.13686, 6.85197], [1.42768, 3.99781, -4.97990], [-3.20956, -7.13789, 6.20528], [-0.68513, 3.52471, -4.51427], [-2.46883, -2.78237, 2.04594], [-2.22332, 0.78159, 0.41235], [2.06083, -4.70711, 5.19469], [3.89203, 1.32797, 3.84880], [-3.93195, 3.33551, -2.23739], [3.41190, -3.77261, -1.17545], [1.75208, -5.33263, 3.73471], [-2.24778, -8.03107, 4.32053], [0.36021, -6.46563, 3.56903], [0.55827, 5.35335, -8.28950], [-2.31936, -0.63661, 5.26741], [-0.11714, 5.55759, -1.17235], [2.03962, 7.87065, -8.83975], [2.10977, 11.60973, -3.91496], [2.46276, 0.44934, 3.39148], [2.77012, 0.98754, -2.68037], [-4.52851, -0.33916, -0.70738], [-1.77300, 1.31820, -4.89788], [0.13424, -8.47218, 2.51869], [-1.77631, 5.24717, -1.32883], [3.27840, -0.56347, -1.98668], [0.43144, -4.70818, -0.48238], [-1.03463, -9.02365, 5.07091], [-6.38854, -1.72982, -0.37556], [0.38951, 7.45622, -6.40433], [3.65269, 1.08684, 1.83544], [3.09862, -10.85585, 3.61923], [1.69469, -4.50341, 3.02960], [3.28696, 0.26619, 0.77925], [-0.50378, -5.78518, 1.30974], [-3.32033, -9.19326, 6.65006], [2.81967, 0.39984, -1.76371], [-1.55279, -8.06877, 5.15938], [1.02615, 4.09190, -3.27581], [2.19328, -9.60062, 0.86447], [-2.04332, 7.72112, -2.17111], [-2.25114, 1.52302, -3.94001], [4.38089, -3.37897, 7.32760], [-6.49336, 5.10853, -1.07930], [1.48576, 10.99472, -2.30483], [4.56983, 1.79465, -0.81118], [2.88317, -2.86029, 6.97677], [1.05715, -7.98441, 2.83239], [1.77710, 8.84914, -5.25757], [-2.42822, 1.81731, -5.61179], [-2.01245, -7.70477, 7.34088], [-0.71997, -3.71351, 2.95668], [-1.84229, 5.93538, -4.04198], [-1.45950, 3.59781, -3.75065], [-0.07028, 2.12757, -5.86772], [2.41399, -10.20199, 3.07900], [-5.68487, 2.98266, -0.71801], [1.00246, 8.02500, -9.13733], [2.62661, 9.47191, -3.46556], [-2.36026, -3.81225, 1.70586], [2.85665, 6.88143, -4.34795], [2.26812, -0.11108, 0.86723], [3.21931, 1.14794, -0.52708], [2.61350, -5.90932, 3.39785], [1.53280, 4.86828, -6.99792], [-6.10181, 3.72485, -2.90245], [-0.17252, 0.66292, 3.04889], [3.49741, 9.57844, -4.11244], [3.09145, 11.34049, -2.69923], [2.12123, -5.29694, -2.16922], [0.13132, 1.65360, -4.11059], [0.63040, 9.10481, -4.05379], [-1.78416, 5.73501, 0.95252], [-0.30989, 7.80798, -2.01442], [-3.50738, -5.47467, 1.06689], [-6.67652, 0.42018, -0.11745], [5.33174, 1.15533, -0.98687], [4.22763, -4.07898, 4.97948], [-2.10131, 2.37693, 0.27201], [-2.41754, 7.15828, 0.22592], [2.47228, 1.91404, -0.31939], [4.47480, 2.36463, -1.63955], [-4.18155, 4.75565, -0.42454], [3.55873, -4.58272, 5.67728], [1.98158, -8.85026, 3.76686], [0.49234, 6.07560, -4.59682], [-3.69774, -4.48761, 1.48828], [2.48598, -5.53588, -0.11919], [2.25401, 6.62692, -7.89849], [2.20102, 10.87166, -3.11807], [1.98681, -3.41147, 0.53097], [3.52285, 0.56357, 3.16506], [-0.58718, -6.88110, 5.13729], [1.37863, -5.17674, 5.90330], [-4.92715, 0.55000, 1.37465], [2.07300, 6.96967, -2.94183], [-1.14651, -1.45115, -0.58980], [-2.50835, -7.94902, 6.40145], [1.79992, 0.07476, -1.55749], [1.07063, 5.76148, -7.41828], [-2.42692, 2.66762, -0.72677], [3.67750, -9.06220, 1.69844], [-1.32260, 7.52611, -4.47052], [5.00554, 2.23857, -0.01544], [-4.46920, -1.61357, 1.18045], [-0.60999, -1.99220, 0.18963], [-1.43614, -4.49993, 2.71847], [-1.68070, -6.55040, 2.41529], [-5.17715, 4.28392, -1.63762], [3.97520, -0.57726, 0.72426], [-0.13895, -1.22596, 4.43988], [1.51540, -10.80179, 2.93455], [-0.91056, 6.21818, -6.61560], [-6.62068, -0.92305, 1.79071], [1.48469, -2.99073, -1.76551], [-0.79755, 7.10864, 0.87951], [-3.14700, 0.49828, 0.11797], [-4.26087, -3.88783, 0.77327], [-2.23820, 1.26595, 3.90698], [-3.95831, -9.48603, 5.81617], [3.09533, 6.00272, -8.19959], [3.37636, -10.83474, 1.35577], [1.48544, -7.61241, 1.90164], [-1.82590, -3.86565, 0.75733], [-1.12911, 7.13579, -2.26965], [-1.21403, -0.01554, 4.11298], [-4.78635, 5.63641, -2.47692], [1.95603, -4.25871, -0.86578], [2.33938, 8.82489, -8.40654], [3.96048, -5.53443, 6.02505], [2.94615, -9.86523, 1.60694], [-5.57911, -0.69811, 0.54168], [2.99449, 8.93700, -2.58997], [2.84881, -8.29852, 4.12962], [0.66088, 4.32250, -4.27656], [-0.64586, -1.74675, -1.51180], [0.13306, 6.39786, -6.35738], [-2.06492, -0.73345, 2.81930], [-1.16058, -5.96832, 5.29899], [-1.09911, 2.77136, 0.43970], [-2.94053, 2.78224, 0.83728], [-0.87047, -5.82565, 2.33541], [3.41320, -3.80835, 7.06818], [-2.16917, -1.82420, -0.53406], [-1.16299, 3.96886, -5.38747], [1.62780, 8.68682, -4.19011], [-1.25342, 0.04771, -0.53136], [3.08132, -4.37245, 7.93981], [3.99554, -0.41292, 3.27052], [-4.31112, -4.59948, 2.38235], [-1.11196, 6.70338, -3.78726], [-0.48467, 0.79716, 5.39468], [2.71153, 7.70911, -9.68268], [2.75725, 7.13406, -7.07528], [1.47609, -9.06782, 4.70774], [1.69321, -3.68099, 5.20053], [-1.08323, 6.05755, -1.10295], [-0.53019, 0.82529, -1.20533], [1.86700, 7.16947, -3.99338], [-0.50761, 2.10509, -4.86955]], "atomic_forces_ev_per_a": [[-0.55, 0.04, 0.28], [-0.32, -0.45, 0.88], [-0.21, -0.29, 0.28], [-0.16, -0.18, 0.25], [-0.02, 0.37, 0.03], [0.14, 0.25, 0.47], [0.83, 0.27, 0.08], [0.03, -0.39, -0.10], [0.10, 0.17, -0.05], [-0.38, 1.84, -0.56], [-0.09, -0.09, -0.27], [2.42, 1.90, -1.98], [0.12, 0.06, -1.44], [0.34, -0.26, -0.17], [-0.12, 1.16, 0.06], [2.21, 0.68, 0.15], [1.11, 0.98, 1.74], [0.19, 0.08, -0.35], [-0.84, -0.44, -0.91], [-0.47, 0.35, 0.08], [1.71, 0.18, -2.27], [0.43, 0.15, 0.52], [0.07, -0.95, -0.08], [-1.01, -0.60, -0.52], [-0.16, -0.14, 0.01], [0.10, 0.27, 0.09], [0.18, -0.43, 0.10], [-0.50, 1.09, -0.03], [0.08, -0.71, 0.05], [-0.31, 0.05, -0.31], [0.73, 0.16, 0.29], [0.18, 0.51, -1.02], [0.04, -0.04, 0.37], [1.47, -1.37, 0.50], [-0.72, 0.39, -0.06], [0.63, 1.03, 0.13], [0.24, 0.60, 0.19], [-0.45, -0.14, -0.21], [-0.32, 0.44, -0.91], [0.45, -0.32, 0.07], [-0.98, -1.19, -0.04], [-1.20, -0.99, -0.05], [-0.57, 0.41, 0.48], [0.10, 0.35, 0.12], [-0.11, -0.03, 0.33], [-0.09, -0.07, 0.10], [-0.26, -0.94, 0.17], [0.46, -0.48, 0.21], [1.33, -0.29, -0.01], [-0.49, -0.23, -0.47], [0.23, -0.24, 0.58], [-0.79, -0.32, -0.15], [-0.23, 0.23, 0.95], [0.03, 0.18, -0.27], [-0.27, -0.51, -0.34], [0.48, 0.16, -0.18], [0.73, -0.32, -0.04], [-0.14, -0.10, 0.30], [0.45, 0.47, 0.64], [0.64, -0.59, 0.03], [-1.13, 1.88, -1.77], [1.10, 1.49, -0.99], [0.05, -0.33, -0.35], [1.27, 0.92, 0.17], [0.26, -0.66, 0.14], [-0.09, 0.02, -0.93], [-0.16, -0.26, 0.20], [0.56, -1.49, 0.95], [0.06, -0.16, 0.06], [0.03, -0.19, 0.12], [1.04, 0.73, 0.79], [-0.19, -0.62, 0.01], [0.29, -0.13, 0.05], [0.32, -0.09, 0.56], [-1.68, 1.55, -0.45], [0.55, -0.24, -0.25], [-0.31, -0.73, 0.62], [-0.05, -0.34, -0.35], [0.13, 0.32, -0.50], [-0.28, -0.18, -0.11], [1.41, -0.72, 0.77], [-0.22, -1.24, -0.69], [-0.25, -0.03, 0.03], [-1.36, -1.35, -0.68], [-0.03, -0.02, -0.26], [0.48, 0.45, -0.04], [0.20, 0.62, 0.00], [-0.35, 0.08, -0.46], [-2.36, -0.14, 2.43], [-0.20, -0.71, -0.29], [-1.80, 1.12, 1.34], [0.07, 0.01, -0.27], [0.68, -1.15, 2.51], [0.43, 1.57, 0.81], [1.51, 1.37, 1.08], [-0.30, 0.50, -0.13], [-0.96, 0.11, -0.29], [0.76, 0.83, -0.99], [0.64, -0.27, 0.43], [0.42, 0.06, -0.19], [-0.89, -0.17, 0.45], [-0.96, 0.27, -0.16], [0.52, -0.50, -0.29], [-0.31, 0.18, -0.23], [0.97, -0.43, 0.04], [0.27, -0.56, -0.26], [0.22, -0.22, -0.34], [-0.23, 0.39, 0.34], [-0.67, 1.19, 0.65], [0.14, -1.47, -0.26], [0.12, 0.71, 0.50], [-0.74, 1.74, 1.01], [-0.06, -0.30, -0.34], [-3.04, -1.94, 0.41], [0.04, -0.27, -0.48], [-1.36, 0.24, -1.36], [-0.18, -0.06, 0.14], [-0.02, 0.15, 0.45], [0.94, -0.59, -0.72], [-1.15, -0.44, 0.37], [0.39, 0.28, -0.45], [-1.45, -0.25, 0.16], [-0.14, -0.28, 0.01], [1.01, -0.86, -0.04], [-0.13, 0.40, -0.29], [-0.42, -0.24, -0.76], [0.47, 0.40, -0.77], [0.49, -0.16, 0.02], [0.03, 0.42, -0.20], [-0.06, -0.57, 0.50], [-2.01, 1.49, 3.36], [0.74, -0.95, -0.03], [0.06, -1.41, -1.15], [0.12, -0.20, 0.37], [0.20, -0.26, -0.77], [0.02, -1.21, 2.00], [-4.19, 4.47, -0.24], [-0.17, 0.13, 0.30], [0.25, 0.26, -0.54], [-0.58, -0.95, 0.16], [-0.24, 0.24, -0.07], [1.29, 0.09, -0.78], [1.76, -0.04, 1.56], [0.00, 0.18, 0.22], [-0.26, -0.53, 0.53], [0.49, -0.15, 0.75], [0.31, -0.63, 0.65], [1.48, 1.02, -1.16], [-0.10, -0.25, -0.19], [-0.22, 0.33, -0.18], [-0.86, -1.31, -1.92], [3.06, 3.27, -1.19], [-0.25, -0.22, -0.44], [0.34, 0.11, 0.03], [0.12, 0.11, 0.14], [1.61, -0.42, 0.29], [-0.47, -0.43, -1.55], [-0.49, 0.25, -0.38], [-0.30, -0.34, 0.96], [-0.47, -0.09, -0.04], [-0.11, 0.06, -0.36], [-0.75, -0.24, -1.50], [-2.27, -2.78, 1.97], [-0.39, -0.32, 0.34], [1.47, -0.62, -0.10]], "orbital_gap_ev": 7.498, "e_homo_ha": -0.3473, "molar_mass_g_mol": 1263.0, "e_above_lowest_kcal_mol": 0.0}